# 1
Computed, not measured: a cluster of 14 separate species, C6H37O14 in total in a non-equilibrium geometry, with ωB97M-V/def2-TZVPD.

The geometry in XYZ format:
```
57
Properties=species:S:1:pos:R:3:forces:R:3:nbo_charge:R:1
C -0.41534 2.84084 1.34716 1.43 1.66 1.45 -0.0906
O 0.93711 3.32255 1.11458 -0.04 -0.21 -0.58 -0.7556
C -0.84408 1.72422 0.44171 -1.85 -0.76 -1.96 -0.4367
C -1.54270 0.57338 1.19136 0.62 0.53 2.08 -0.4261
C -0.54024 -0.45083 1.75939 1.49 -0.26 0.28 -0.2658
C 0.15034 -1.42540 1.09708 -1.60 -0.31 -0.81 -0.1248
C 1.12028 -2.51303 1.64217 -2.28 1.04 0.53 -0.6594
H -0.99128 3.78190 1.23492 -0.32 -0.80 0.11 0.1881
H -0.35037 2.60448 2.46762 -0.94 -0.29 -1.53 0.1761
H -1.67696 2.02959 -0.29637 1.57 -0.16 1.09 0.1842
H -0.04258 1.35812 -0.24865 -0.39 0.29 0.79 0.2371
H -2.17108 1.18683 2.05542 1.23 -2.30 -2.02 0.2018
H -2.10557 -0.07707 0.54389 -0.97 0.72 -0.29 0.2415
H -0.19044 -0.22114 2.76581 -0.33 -0.44 0.32 0.1866
H -0.06502 -1.55332 0.01811 0.26 0.03 1.08 0.1670
H 1.97282 -1.93134 1.83516 1.05 0.44 1.11 0.2135
H 1.44786 -3.29521 0.97993 -0.55 -0.08 -0.68 0.2478
H 0.58668 -2.97590 2.50979 1.04 0.40 -0.34 0.2113
H 1.35372 2.95867 3.04887 1.38 -1.07 0.84 0.4847
H 2.38074 1.72998 3.30414 -1.14 1.81 0.50 0.5011
O 1.78040 2.40526 3.76599 0.16 -0.10 -0.83 -1.0109
H 0.79573 2.00315 -2.53117 -1.01 0.97 -0.46 0.5003
H -0.09646 1.00461 -3.10353 -0.33 -0.75 0.00 0.4740
O -0.10483 1.95022 -2.96722 0.85 0.22 0.34 -1.0128
H -1.55399 -2.97601 -1.62379 -0.32 0.00 -0.34 0.4933
H -2.79625 -3.82894 -1.59957 2.17 -0.45 -0.48 0.4754
O -1.82068 -3.88047 -1.87132 -2.15 0.03 0.21 -0.9868
H 2.29663 1.48311 -1.50306 0.60 2.28 0.19 0.5200
H 2.39266 3.03077 -1.06962 0.26 0.90 1.35 0.4598
O 2.32922 2.51001 -1.83930 -0.30 -3.48 -1.06 -1.0116
H 1.08360 -1.12658 -2.93392 -0.27 0.59 1.61 0.4843
H 1.21181 -0.41157 -1.28141 0.57 -0.36 -1.96 0.5363
O 0.59581 -0.69151 -2.18850 0.55 -0.19 0.58 -1.1084
H -2.90541 -2.20083 0.01674 0.35 1.04 -2.21 0.4783
H -2.45334 -2.32330 1.31592 3.46 1.54 3.30 0.4616
O -3.09925 -2.65643 0.80053 -3.85 -2.75 -0.71 -0.9572
H 1.45705 0.70918 2.35825 -1.51 0.11 0.79 0.4673
H 1.35111 2.77210 0.43554 -0.15 -0.10 0.36 0.4759
O 2.30410 0.54796 2.00513 1.22 -0.15 0.12 -1.0370
H 4.16578 -0.39985 2.04326 -0.10 -2.23 -0.48 0.4989
H 3.53973 -1.81685 2.22545 0.23 0.28 0.01 0.4643
O 4.30359 -1.38313 1.82976 0.37 1.83 0.47 -0.9654
H -0.66067 -4.75055 0.39919 -2.50 0.70 2.22 0.4596
H -0.26024 -4.48340 -0.98100 0.24 -1.02 0.96 0.4906
O 0.01517 -4.97959 -0.16400 2.33 -0.10 -2.97 -0.9594
H -0.92639 -1.21021 -1.27464 -1.46 0.75 -0.99 0.5254
H -2.46542 -0.72603 -1.71490 0.48 0.99 -0.70 0.5011
O -1.91825 -1.34467 -1.23437 1.41 -1.37 1.48 -1.0609
H -2.21093 3.54213 -2.29195 -1.32 0.53 0.98 0.4829
H -2.43209 3.22453 -0.89470 0.26 -0.52 1.37 0.4537
O -2.86942 3.73217 -1.55156 0.99 0.27 -2.57 -0.9401
H 2.12294 0.40322 1.03643 0.88 -0.26 -0.60 0.5162
H 3.13364 -0.30426 -0.70673 0.36 -0.32 0.15 0.4709
O 2.33995 0.14908 -0.43367 -1.51 0.33 -1.37 -1.1792
H -2.43586 0.34315 -3.43440 2.84 0.91 -2.44 0.4856
H -3.59068 -0.62141 -3.22843 0.37 0.66 -0.02 0.4801
O -3.10304 0.14022 -2.85977 -3.83 -1.01 1.74 -0.9080
```
Forces are in eV/Å.

Its HOMO energy is -6.7 eV. As for the orbital gap: 8.91 eV. The multiplicity is 1. The net charge is -1. The value obtained for the energy above the lowest of the compared OMol25 structures with the same formula, charge and spin is 2.476 eV.

# 2
Computed, not measured: a cluster of 13 separate species, C6H39NO13 in total in a non-equilibrium geometry, with ωB97M-V/def2-TZVPD.

The geometry in XYZ format:
```
59
Properties=species:S:1:pos:R:3:forces:R:3:nbo_charge:R:1
C -0.94542 1.03024 1.78685 -0.08 0.06 2.82 -0.6777
C 0.33722 1.86742 1.60067 0.59 -1.46 0.95 -0.0397
C 1.38647 1.68293 2.82299 -1.94 0.03 -0.95 -0.1889
C 2.27627 2.92995 2.87577 1.28 -1.21 0.95 -0.6176
C 2.02816 0.24523 2.95326 0.14 2.69 -0.02 -0.6167
N 1.09597 1.52898 0.39890 -0.06 0.45 -0.87 -0.6708
C 0.82945 2.18001 -0.81214 -0.09 2.28 -1.83 0.0735
O -0.55258 2.06606 -1.29539 -0.13 -0.73 0.30 -0.8049
H -1.46675 0.58041 0.98662 -0.03 -0.22 -1.57 0.2205
H -0.76481 0.23530 2.53670 0.09 0.01 -0.37 0.1978
H -1.72971 1.62942 2.29255 0.39 -0.01 -0.25 0.2229
H -0.06976 2.87914 1.66871 0.91 0.29 -0.75 0.2030
H 0.76342 1.70804 3.70956 -0.34 0.38 0.29 0.1762
H 3.31009 2.71923 2.53102 -0.44 0.06 0.44 0.2111
H 1.95754 3.74733 2.28172 -0.69 0.67 -0.72 0.2066
H 2.26459 3.27791 3.92606 0.52 -0.04 -0.48 0.2028
H 2.22886 -0.17564 1.96551 0.33 -0.27 0.58 0.2291
H 1.31353 -0.28832 3.54755 -0.18 -0.96 -0.11 0.2042
H 2.90397 0.42876 3.61112 -0.13 -0.61 -0.71 0.2081
H 1.18734 0.53783 0.25254 0.17 -0.25 0.32 0.3807
H 0.93242 3.27738 -0.68895 0.39 -0.41 0.28 0.1441
H 1.47345 1.92391 -1.72344 -0.45 -0.36 1.94 0.1960
H -0.85111 2.90491 -1.65557 0.10 0.04 0.09 0.4686
H -0.57450 -1.46104 -1.58323 -0.22 -0.25 -0.34 0.4612
H -0.89439 -0.10067 -1.09707 -0.19 0.82 -0.16 0.4588
O -1.31965 -0.84487 -1.52522 0.05 -0.24 0.73 -0.9770
H 3.07933 -0.83293 -1.09230 0.08 -0.10 -0.18 0.4644
H 3.35444 -1.95575 -0.14888 0.01 -0.07 0.00 0.4497
O 3.78873 -1.43769 -0.83370 -0.09 0.26 0.04 -0.9686
H -2.86036 -0.41861 1.99878 -0.67 0.42 -0.33 0.4515
H -3.71356 -1.49504 2.45274 -0.76 0.32 -0.45 0.4575
O -3.81380 -0.63080 2.00500 1.30 -0.64 1.02 -0.9123
H 3.93371 2.71316 -2.96312 -0.02 -0.18 0.20 0.4777
H 4.16211 2.32745 -1.48597 -0.07 -0.09 -0.14 0.4768
O 4.29715 3.03171 -2.12821 0.02 0.20 -0.07 -0.9553
H -4.43749 0.17917 -1.96901 -0.42 0.03 0.65 0.4895
H -3.94224 1.27945 -1.10201 -0.11 -0.02 0.40 0.4544
O -4.65242 0.62450 -1.11448 0.48 0.05 -0.93 -0.9646
H 0.95017 0.28297 -4.19748 -0.42 0.46 0.44 0.5101
H 0.83899 1.77410 -3.59027 -0.65 -0.44 -0.30 0.4669
O 1.41138 1.02657 -3.76886 0.98 -0.19 -0.19 -1.0014
H 2.39091 -3.14602 1.35157 -0.32 -0.63 -0.16 0.4623
H 1.31459 -3.69764 2.41064 0.32 -0.44 -0.48 0.4707
O 2.01289 -3.05786 2.23011 0.15 0.36 1.10 -0.9954
H -3.14045 -0.13409 -3.81766 -0.35 -0.10 0.54 0.4773
H -3.59793 -1.54366 -3.75313 -0.21 -0.21 0.41 0.4750
O -3.85122 -0.67359 -3.41540 0.66 0.21 -1.09 -0.9872
H -0.96537 -4.57175 0.64328 -0.30 0.14 -0.17 0.4421
H -2.48735 -4.38896 0.98454 0.81 -0.36 -0.23 0.4852
O -1.71496 -4.98634 1.08938 -0.55 0.28 0.28 -0.9983
H 0.60860 -2.21826 1.27222 0.17 1.25 -0.89 0.4763
H 0.02477 -0.91449 0.54947 -0.14 -0.62 0.21 0.4603
O 0.72941 -1.57941 0.51448 -0.29 -0.35 0.35 -1.1143
H -3.80731 -1.69869 -0.92833 -0.37 -0.02 0.19 0.4872
H -2.59255 -2.13989 -0.25841 -0.01 -0.15 -0.06 0.4712
O -3.52084 -2.40843 -0.33608 0.43 -0.05 -0.18 -0.9828
H -0.87743 -2.01235 -4.53758 0.09 -0.11 0.00 0.4272
H 0.28409 -2.25606 -3.54021 -0.57 0.61 -0.37 0.3876
O -0.32601 -1.55062 -3.88820 0.83 -0.59 -0.15 -1.2124
```
Forces are in eV/Å.

Its HOMO energy (alpha / beta) is -0.3 / -7.2 eV. As for the orbital gap (alpha / beta): 2.59 / 9.49 eV. The multiplicity is 2. The net charge is -1. The value obtained for the energy above the lowest of the compared OMol25 structures with the same formula, charge and spin is 0.000 eV.

# 3
Computed, not measured: a structure of composition C6H3BrF6I2NO2P in a non-equilibrium geometry, with ωB97M-V/def2-TZVPD.

The geometry in XYZ format:
```
22
Properties=species:S:1:pos:R:3:forces:R:3:mulliken_charge:R:1
O 5.11927 -2.18052 1.70230 -5.19 4.71 -5.90 -0.4302
C 4.45913 -1.45182 0.79889 4.31 -3.02 2.90 0.1722
O 5.27624 -0.54162 -0.06666 -2.22 -2.92 0.76 -0.4055
C 2.84812 -1.48504 0.49659 -3.69 0.81 -0.50 0.7966
C 1.98484 -2.84754 0.18460 -1.74 4.12 0.09 -0.5087
C 0.36144 -2.66448 -0.12639 3.79 2.40 0.96 -0.0240
N -0.27640 -1.28815 -0.13413 3.51 -0.37 0.83 -0.3270
I -2.31774 -1.09257 -0.59372 0.88 -0.42 0.16 0.4034
C 0.44134 0.01827 0.16947 2.75 -2.55 0.28 0.4306
Br -0.53511 1.78685 0.13312 1.48 -3.04 0.05 0.0788
C 2.04531 -0.03642 0.50995 -1.82 -3.16 -0.91 -0.4992
I 3.00488 1.91080 0.97076 -0.86 -2.25 -0.45 0.1941
H 5.56254 -1.08684 -0.86426 -0.50 0.83 1.41 0.3400
H 2.54372 -3.88839 0.18081 -1.55 2.38 -0.01 0.3239
H -0.29337 -3.61014 -0.34169 1.17 2.34 0.41 0.3449
F -5.73823 2.50929 0.19741 -5.47 -0.78 -0.95 -0.3161
P -4.31768 2.63695 -0.43124 -2.00 1.32 0.03 0.8322
F -4.10102 2.53153 1.10869 4.05 0.08 4.36 -0.3176
F -4.81997 1.73614 -1.60032 -3.60 -1.02 -4.21 -0.3286
F -4.84694 3.86588 -1.23059 -4.26 2.36 -2.43 -0.3216
F -3.25243 1.51134 -0.59861 4.87 -2.72 1.92 -0.1292
F -3.14793 3.66648 -0.46499 6.09 0.92 1.19 -0.3091
```
Forces are in eV/Å.

Its HOMO energy is -9.7 eV. As for the orbital gap: 6.34 eV. The multiplicity is 1.

# 4
Computed, not measured: a cluster of 2 separate species, C6H3Cl2NOS in total in a non-equilibrium geometry, with ωB97M-V/def2-TZVPD.

The geometry in XYZ format:
```
14
Properties=species:S:1:pos:R:3:forces:R:3:nbo_charge:R:1
C 2.32533 -2.38342 0.84470 0.11 0.00 0.31 -0.1334
C 1.73755 -1.60717 1.57819 0.30 -0.83 -0.71 -0.1161
C -0.88344 1.86013 0.87133 1.13 -1.56 -3.21 -0.4437
C -1.30543 1.14836 -1.38807 -1.26 -0.03 0.44 -0.0463
C 0.22073 1.21851 0.19264 -0.08 -0.04 0.38 0.4824
C 1.02886 -0.71909 2.36378 0.96 0.24 0.67 -0.0998
N -0.13824 0.80606 -1.10033 1.31 -0.04 -0.35 -0.4295
O 1.32450 0.97454 0.69239 -0.42 0.43 -0.15 -0.4963
S -2.25536 1.86541 -0.04973 -0.52 0.33 -0.80 0.4106
Cl 1.86812 0.21243 3.56813 -0.35 -0.40 -0.42 0.0650
Cl -0.64899 -0.75271 2.47917 -0.27 -0.11 -0.05 0.1081
H 2.89907 -3.11014 0.26882 -0.58 0.71 0.45 0.2486
H -0.74689 2.09782 1.82619 0.00 1.30 3.74 0.2347
H -1.76878 0.95199 -2.33298 -0.32 0.01 -0.31 0.2155
```
Forces are in eV/Å.

Its HOMO energy (alpha / beta) is -7.8 / -8.6 eV. As for the orbital gap (alpha / beta): 6.11 / 7.81 eV. The multiplicity is 1.

Question: Look up the multiplicity of the third one.
Answer: 1